No. 1
C41H109N5O21 | ωB97M-V/def2-TZVPD

Its SMILES is COCCNCCOC.COCCNCCOC.COCCNCCOC.COCCNCCOC.COCCNCCOC.OCCO.OCCO.OCCO.OCCO.OCCO.CO. The frontier orbital gap comes out at 0.332 hartree.

The geometry in XYZ format:
```
176
C41H109N5O21 ωB97M-V/def2-TZVPD
C -32.959 6.972 -6.967
O -32.880 8.384 -7.270
C -31.584 8.847 -7.060
C -31.497 10.323 -7.398
N -31.964 10.729 -8.687
C -31.483 12.106 -8.874
C -31.976 12.681 -10.194
O -33.389 12.848 -10.280
C -33.778 12.980 -11.619
H -32.323 6.406 -7.684
H -33.966 6.542 -7.077
H -32.563 6.939 -5.922
H -30.822 8.271 -7.638
H -31.291 8.795 -6.045
H -30.422 10.571 -7.231
H -31.905 10.956 -6.642
H -32.976 10.701 -8.746
H -30.374 12.092 -8.978
H -31.760 12.839 -8.111
H -31.635 12.025 -11.003
H -31.505 13.635 -10.410
H -33.054 13.655 -12.145
H -34.783 13.472 -11.650
H -33.804 12.012 -12.205
C -22.987 8.264 -4.183
O -21.613 8.067 -4.116
C -21.017 7.296 -5.095
C -19.526 7.319 -4.830
N -19.165 6.635 -3.591
C -17.721 6.623 -3.483
C -17.224 5.863 -2.296
O -17.498 6.570 -1.106
C -16.996 5.957 0.078
H -23.314 8.402 -5.220
H -23.273 9.117 -3.565
H -23.555 7.432 -3.755
H -21.232 7.644 -6.224
H -21.388 6.227 -5.112
H -19.240 8.343 -4.906
H -19.066 6.837 -5.697
H -19.586 7.144 -2.800
H -17.318 7.617 -3.506
H -17.298 6.080 -4.403
H -16.128 5.580 -2.306
H -17.762 4.915 -2.312
H -17.277 4.904 0.092
H -17.447 6.559 0.869
H -15.902 6.047 0.099
C -22.377 11.296 -6.382
O -22.044 11.850 -7.708
C -22.932 12.862 -8.068
C -22.693 13.253 -9.589
N -22.968 12.074 -10.514
C -22.430 12.205 -11.843
C -22.921 10.963 -12.611
O -24.284 11.068 -12.914
C -25.016 9.908 -13.375
H -22.176 12.003 -5.579
H -21.784 10.394 -6.206
H -23.421 11.005 -6.270
H -22.818 13.740 -7.466
H -23.990 12.478 -7.940
H -21.628 13.691 -9.705
H -23.370 14.052 -9.947
H -22.684 11.221 -10.043
H -21.333 12.284 -11.965
H -22.742 13.159 -12.249
H -22.788 10.134 -11.954
H -22.324 10.868 -13.512
H -24.985 9.851 -14.484
H -26.036 9.933 -12.990
H -24.662 8.969 -12.970
C -24.062 8.641 -8.888
O -24.258 7.848 -7.650
C -24.569 6.444 -7.872
C -24.995 5.760 -6.633
N -26.223 6.411 -6.106
C -26.976 5.676 -5.094
C -28.240 6.335 -4.681
O -28.108 7.661 -4.192
C -27.394 7.831 -2.997
H -23.064 8.442 -9.231
H -24.235 9.703 -8.716
H -24.820 8.372 -9.658
H -23.783 5.816 -8.378
H -25.363 6.460 -8.631
H -24.192 5.748 -5.937
H -25.317 4.783 -6.904
H -25.979 7.356 -5.798
H -26.341 5.498 -4.180
H -27.165 4.747 -5.565
H -28.790 5.683 -3.996
H -28.831 6.522 -5.565
H -26.314 7.528 -3.065
H -27.886 7.226 -2.201
H -27.524 8.846 -2.741
C -36.097 10.336 -8.482
O -36.295 11.320 -7.469
C -35.648 12.531 -7.987
C -35.457 13.419 -6.742
N -34.465 12.875 -5.838
C -34.120 13.727 -4.698
C -32.778 13.263 -4.147
O -31.808 13.755 -4.977
C -30.557 13.065 -4.955
H -36.232 10.717 -9.523
H -36.897 9.554 -8.448
H -35.123 9.786 -8.398
H -36.415 13.043 -8.577
H -34.715 12.360 -8.591
H -36.503 13.550 -6.390
H -35.153 14.448 -7.064
H -34.722 11.924 -5.550
H -34.843 13.738 -3.823
H -33.977 14.723 -5.052
H -32.803 12.170 -4.173
H -32.555 13.650 -3.119
H -30.695 12.092 -5.361
H -30.156 13.022 -3.924
H -29.805 13.565 -5.596
O -27.526 7.637 -10.965
C -28.499 8.374 -11.566
C -29.443 9.294 -10.770
O -30.618 8.616 -10.398
H -27.737 7.404 -10.015
H -28.003 8.876 -12.420
H -29.192 7.697 -12.135
H -29.647 10.165 -11.508
H -28.914 9.747 -9.849
H -31.175 9.183 -9.871
O -26.241 13.021 -12.127
C -27.230 12.318 -11.432
C -26.854 11.977 -10.033
O -25.767 11.028 -10.045
H -25.548 12.371 -12.246
H -28.194 12.810 -11.505
H -27.359 11.317 -11.947
H -27.730 11.472 -9.563
H -26.565 12.897 -9.487
H -25.006 11.430 -10.464
O -28.706 9.766 -5.892
C -27.699 10.769 -5.838
C -26.508 10.383 -6.718
O -25.783 9.334 -5.987
H -28.408 9.034 -5.319
H -28.282 11.648 -6.105
H -27.377 10.914 -4.818
H -25.840 11.250 -6.854
H -26.767 9.968 -7.692
H -25.139 8.965 -6.593
O -27.634 14.835 -7.931
C -26.361 15.478 -7.779
C -25.957 16.035 -9.136
O -24.663 16.582 -9.028
H -27.651 13.946 -7.516
H -26.436 16.248 -6.995
H -25.512 14.822 -7.411
H -26.751 16.780 -9.398
H -26.084 15.192 -9.809
H -24.541 17.248 -9.713
O -30.602 4.478 -9.961
C -29.748 5.595 -9.698
C -29.104 5.547 -8.362
O -28.478 6.824 -8.279
H -31.387 4.784 -10.478
H -28.903 5.627 -10.413
H -30.357 6.480 -9.808
H -28.342 4.729 -8.313
H -29.859 5.246 -7.551
H -27.753 6.860 -7.596
C -31.211 16.135 -8.497
O -30.009 15.882 -9.252
H -31.238 15.604 -7.559
H -31.465 17.197 -8.400
H -32.033 15.699 -9.071
H -29.340 15.611 -8.641
```



No. 2
C39H30N3O6P2PtSe2 | ωB97M-V/def2-TZVPD

The charge is +1. The frontier orbital gap (alpha / beta) comes out at 0.146 / 0.146 hartree.

The geometry in XYZ format:
```
83
C39H30N3O6P2PtSe2 ωB97M-V/def2-TZVPD
Pt -0.021 -0.471 -0.466
Se 3.396 -2.330 0.284
P 2.211 -1.774 2.022
Se 0.708 -0.145 1.787
C 3.435 -0.901 3.058
C 3.939 -1.466 4.226
C 4.859 -0.762 4.995
C 5.268 0.504 4.610
C 4.778 1.068 3.438
C 3.874 0.366 2.656
C 1.607 -3.150 3.024
C 2.441 -4.252 3.205
C 1.985 -5.341 3.932
C 0.703 -5.337 4.463
C -0.128 -4.241 4.273
C 0.316 -3.146 3.546
H 3.605 -2.443 4.548
H 5.241 -1.206 5.906
H 5.964 1.060 5.228
H 5.090 2.062 3.135
H 3.498 0.800 1.742
H 3.432 -4.262 2.768
H 2.632 -6.198 4.075
H 0.347 -6.195 5.019
H -1.131 -4.239 4.686
H -0.332 -2.299 3.379
O -1.825 1.274 1.810
N -1.301 2.057 0.835
C -0.435 2.895 1.207
C 0.140 3.650 0.103
C 0.881 4.806 0.289
C 1.283 5.541 -0.814
C 0.902 5.140 -2.082
C 0.176 3.969 -2.271
C -0.153 3.171 -1.187
P -1.032 1.559 -1.287
C -2.761 2.076 -1.612
C -3.098 2.368 -2.935
C -4.342 2.885 -3.253
C -5.273 3.130 -2.257
C -4.957 2.826 -0.941
C -3.715 2.295 -0.618
C -0.578 0.880 -3.081
C 1.733 -0.324 -2.835
C 2.293 -1.544 -3.236
C 1.547 -2.612 -3.652
C 0.079 -2.532 -3.732
C -1.567 -0.218 -3.648
H -2.339 0.599 1.351
H -0.166 3.028 2.253
H 1.105 5.142 1.295
H 1.873 6.440 -0.681
H 1.164 5.743 -2.942
H -0.105 3.699 -3.271
H -2.390 2.214 -3.737
H -4.583 3.102 -4.286
H -6.236 3.559 -2.500
H -5.674 3.009 -0.151
H -3.522 2.081 0.421
H 2.309 0.568 -2.631
H 3.372 -1.619 -3.241
H 2.030 -3.524 -3.988
H -0.437 -3.166 -4.444
H -2.505 -0.388 -3.124
O -1.442 -4.066 -0.671
N -0.326 -3.720 -0.308
O 0.688 -4.420 -0.493
O -0.192 -2.572 0.335
O -0.684 -2.377 -2.498
C -0.499 -1.256 -3.290
N 0.385 -0.221 -2.731
C -0.018 1.564 -4.353
O 1.025 2.163 -4.398
C -0.853 1.139 -5.491
C -0.791 1.600 -6.801
C -1.633 1.020 -7.735
C -2.503 -0.006 -7.358
C -2.552 -0.468 -6.048
C -1.714 0.115 -5.111
H -0.103 2.395 -7.067
H -1.620 1.361 -8.764
H -3.155 -0.449 -8.102
H -3.237 -1.264 -5.775
```



- What is the formula in the first record?
  C41H109N5O21